{
  "formula": "C5H10S",
  "method": "ωB97M-V with the def2-TZVPD basis set",
  "symbols": ["C", "C", "C", "C", "C", "S", "H", "H", "H", "H", "H", "H", "H", "H", "H", "H"],
  "coordinates": [[2.155, -0.717, -0.365], [1.144, -0.029, 0.654], [-0.180, -0.343, 0.039], [-1.035, 0.911, -0.043], [-2.520, 0.596, -0.182], [-3.301, -0.860, 0.094], [3.146, -0.939, 0.028], [1.951, -0.217, -1.323], [1.687, -1.732, -0.518], [1.355, 0.978, 0.778], [1.208, -0.506, 1.674], [-0.106, -0.728, -0.894], [-0.830, -0.986, 0.574], [-0.633, 1.536, -0.934], [-0.929, 1.582, 0.840], [-3.113, 1.455, -0.422]],
  "mulliken_charge": [-1.226, -0.381, -0.855, -0.368, -0.378, -0.228, 0.356, 0.336, 0.299, 0.390, 0.261, 0.435, 0.454, 0.246, 0.318, 0.340],
  "relative_energy_ev": 1.7722,
  "homo_ev": -8.7348,
  "orbital_gap_ev": 8.5,
  "total_charge": 0,
  "smiles": "CCCCC=S"
}